C2H2NPS | wB97M-V/def2-TZVPD

```
7
Properties=species:S:1:pos:R:3:lowdin_charge:R:1
C 1.1849 -0.1819 -0.1332 -0.589
C -1.3816 -0.2533 0.6328 -0.401
N 0.9063 0.8367 -0.7822 -0.585
P -0.0210 -1.0948 0.7880 0.797
S -0.4379 1.6910 -0.9742 0.708
H 2.1844 -0.5667 -0.4972 0.092
H -2.4351 -0.4308 0.9660 -0.022
```

Computed properties:
Lowest unoccupied orbital energy (spin up / spin down) ... -1.29 / -1.28 eV
Energy ... -23716.2774 eV
Energy relative to the best compared isomer or geometry (same formula, charge and spin) ... 392.8 kJ/mol
Structure (SMILES) ... C#P=CN=S
Highest occupied orbital energy (spin up / spin down) ... -9.091 / -9.088 eV
Orbital gap (spin up / spin down) ... 7.80 / 7.80 eV